{
  "formula": "C25H44OP2Pd",
  "method": "the ωB97M-V functional and the def2-TZVPD basis",
  "e_lumo_ev": [-6.9, -8.5],
  "de_lowest_kcal_mol": 79.7,
  "total_charge": 2,
  "multiplicity": 5,
  "symbols": ["Pd", "P", "P", "O", "C", "C", "C", "C", "C", "C", "C", "C", "C", "C", "C", "C", "C", "C", "C", "C", "C", "C", "C", "C", "C", "C", "C", "C", "C", "H", "H", "H", "H", "H", "H", "H", "H", "H", "H", "H", "H", "H", "H", "H", "H", "H", "H", "H", "H", "H", "H", "H", "H", "H", "H", "H", "H", "H", "H", "H", "H", "H", "H", "H", "H", "H", "H", "H", "H", "H", "H", "H", "H"],
  "xyz": [[1.54393, -0.93032, 0.70185], [5.45579, 1.96116, -0.45493], [-2.66598, -3.47231, -0.20187], [1.88843, 1.81555, 1.45325], [1.48786, -0.82843, -2.13345], [1.29238, 0.81191, 1.80511], [5.33703, 2.44012, 1.30784], [3.06070, -2.04464, 0.26784], [-3.26262, 1.61526, 1.17405], [-2.62579, -3.19402, -2.02953], [-1.60153, 2.89074, 0.23051], [-3.14829, 1.24549, -0.19083], [3.22569, -0.73581, -0.29044], [0.33358, 0.69012, 2.92245], [4.04346, 2.99791, -0.99181], [-1.66897, 2.01228, -2.18223], [2.95045, -0.49226, -1.76033], [0.09931, -2.34655, -0.57583], [-2.31076, 2.63727, 1.43202], [-4.24043, 1.07855, 2.14321], [-2.12330, 2.03947, -0.77735], [-2.08730, 3.34123, 2.70882], [-1.92497, -5.15885, -0.13444], [2.59115, -3.23597, -0.54131], [-0.50412, 3.86012, 0.07741], [-1.17601, -2.41804, 0.34684], [0.58582, -0.96309, -0.91659], [-3.99788, 0.24605, -0.87441], [1.08919, -3.54391, -0.36607], [-5.02577, 0.61670, -1.02034], [-2.45098, 1.61688, -2.84100], [3.98307, -0.06777, 0.14096], [-0.24314, -0.24101, -0.93621], [0.44218, 3.45209, 0.46259], [-2.27990, -2.18471, -2.28815], [3.64953, -1.07828, -2.37587], [-0.89449, -2.80157, 1.33900], [-4.48337, 0.03135, 1.92482], [3.14219, 2.80367, -0.38416], [-2.08140, 4.42887, 2.55543], [0.58554, -0.21797, 3.49682], [1.45128, -1.73233, -2.75993], [0.93610, -3.94244, 0.64736], [3.17181, 0.56355, -1.97167], [-1.49089, -5.45954, -1.09594], [0.81041, -4.35414, -1.05909], [-2.75100, -5.83985, 0.11405], [-5.18619, 1.64285, 2.11876], [3.84500, 2.75211, -2.04584], [3.65343, -2.27535, 1.16120], [2.85012, -3.13127, -1.60196], [-0.31672, -2.59778, -1.57073], [4.36527, 4.04956, -0.91851], [-0.76822, 1.38965, -2.31230], [6.06702, 1.82307, 1.85298], [-0.35317, 4.11499, -0.97738], [0.35135, 1.57701, 3.57202], [-3.85424, 1.13524, 3.16836], [4.32353, 2.26261, 1.70262], [-0.67377, 0.54041, 2.49765], [-2.02568, -3.95228, -2.54813], [-3.59646, -0.00301, -1.86378], [3.14063, -4.10900, -0.16096], [5.62570, 3.49968, 1.39212], [-1.60318, -1.40761, 0.47276], [-0.71448, 4.78319, 0.63412], [-1.17439, -5.21919, 0.66398], [-2.87591, 3.10225, 3.43002], [-3.67102, -3.28760, -2.36061], [-1.41537, 3.02581, -2.51937], [1.08424, -0.01719, -2.75617], [-4.07317, -0.68457, -0.29209], [-1.12232, 3.07385, 3.16278]],
  "lowdin_spin": [0.199, 0.666, 0.003, 0.205, -0.001, 0.283, 0.091, 0.126, 0.320, 0.000, 0.316, 0.319, 0.041, 0.092, 0.093, 0.046, 0.005, -0.001, 0.324, 0.047, 0.321, 0.047, 0.001, 0.024, 0.047, 0.008, 0.023, 0.047, 0.008, 0.020, 0.003, 0.034, 0.016, 0.020, 0.000, -0.001, 0.001, 0.005, 0.012, 0.012, 0.000, -0.001, 0.000, 0.004, 0.000, 0.001, 0.000, 0.022, 0.000, 0.004, 0.002, -0.004, 0.020, 0.020, 0.000, 0.002, 0.015, 0.005, 0.013, 0.004, 0.000, 0.000, 0.004, 0.019, 0.003, 0.009, 0.000, 0.000, 0.000, 0.007, 0.000, 0.010, 0.020]
}

=====

{
  "formula": "C25H45BBrCoF4NO8P2S3",
  "method": "the ωB97M-V functional and the def2-TZVPD basis",
  "e_lumo_ev": [0.3, 0.3],
  "de_lowest_kcal_mol": 0.0,
  "multiplicity": 4,
  "symbols": ["Br", "Co", "S", "S", "S", "P", "P", "F", "F", "F", "F", "O", "O", "O", "O", "O", "O", "O", "O", "N", "C", "C", "C", "C", "C", "C", "C", "C", "C", "C", "C", "C", "C", "C", "C", "C", "C", "C", "C", "C", "C", "C", "C", "C", "C", "B", "H", "H", "H", "H", "H", "H", "H", "H", "H", "H", "H", "H", "H", "H", "H", "H", "H", "H", "H", "H", "H", "H", "H", "H", "H", "H", "H", "H", "H", "H", "H", "H", "H", "H", "H", "H", "H", "H", "H", "H", "H", "H", "H", "H", "H"],
  "xyz": [[-5.56520, 3.12403, -3.81613], [0.91522, 0.90822, -0.68333], [2.24949, 2.78238, -2.03017], [2.80929, 2.59672, 1.39124], [3.36650, -0.10319, -0.66218], [-0.55753, -2.04762, -0.79367], [-0.46769, -0.56669, 1.85746], [-0.63110, 4.63986, 1.12679], [0.34286, 4.76784, -0.96497], [-1.78449, 3.90135, -0.74148], [0.04348, 2.72215, 0.08897], [0.33464, 0.90895, -2.78690], [-1.23398, 0.81625, -1.24923], [0.70060, -1.32084, -1.06455], [0.71580, 0.15003, 1.31128], [-0.40405, -3.56847, -0.41245], [-0.07768, -1.78171, 2.78843], [-1.50482, -2.07125, -2.04199], [-1.40943, 0.30914, 2.74309], [-2.78642, 0.72969, -5.66555], [0.66721, -4.34916, 0.18094], [-1.52401, 1.78661, 2.60799], [-2.75572, 2.08521, 1.79142], [-1.48852, -1.34755, 0.59044], [-4.01342, 2.09519, -4.14091], [0.06190, -5.08802, 1.35594], [-1.84289, 0.60831, -4.73166], [4.29030, 0.81957, -1.91885], [1.55670, -0.98896, 4.39968], [0.13783, -3.04409, 4.78686], [4.40644, 1.77347, 1.23358], [-3.85430, 1.47145, -5.36882], [-3.04930, 1.95334, -3.16315], [3.03537, 4.06755, 0.36741], [-1.93712, 1.18832, -3.47562], [4.27491, 0.30248, 0.85037], [3.39001, 1.64073, -2.83585], [-1.56849, 2.33291, 4.01028], [-2.86265, -3.76283, -3.04746], [-3.80716, -1.51724, -2.36858], [3.39412, 3.84143, -1.10147], [0.20559, -1.65015, 4.21536], [-2.84809, -2.63927, -2.03856], [1.87325, -3.51823, 0.56653], [-0.87847, 0.96209, -2.45146], [-0.53918, 4.06271, -0.14185], [-3.13600, 2.42307, -2.19032], [1.75892, -0.84934, 5.46318], [-2.13635, -0.56701, 0.18404], [3.39375, 4.81195, -1.59889], [4.39887, 3.43128, -1.19984], [4.84985, 0.10033, -2.51719], [2.61776, -4.19342, 0.99289], [-0.82110, -3.51164, 4.55876], [-1.66874, 3.41823, 3.96512], [-0.97533, 0.00736, -4.98168], [3.72886, -0.24173, 1.62447], [0.24992, -2.99734, 5.87122], [-0.57420, -1.02821, 4.65233], [-2.11032, -4.51173, -2.79763], [-0.65272, 2.09405, 4.55487], [-2.65067, -3.36965, -4.04423], [-2.07430, -2.13192, 1.06981], [0.79030, -5.78927, 1.76613], [-2.65960, 1.69639, 0.77490], [0.93790, -3.66834, 4.38172], [5.01720, 1.44776, -1.40626], [-4.61299, 1.57476, -6.13627], [2.34419, -1.61481, 3.97279], [2.72235, 0.99219, -3.40483], [2.31051, -2.99956, -0.28482], [4.00612, 2.19294, -3.54687], [-2.88036, 3.16439, 1.70544], [-3.06103, -3.04347, -1.04473], [-0.63324, 2.13627, 2.09399], [2.08339, 4.58923, 0.44618], [1.60995, -2.77067, 1.32101], [-3.84442, -4.24074, -3.06086], [-0.82173, -5.64828, 1.04707], [-2.42327, 1.92232, 4.55473], [-3.70779, -0.69053, -1.66284], [-0.22463, -4.37831, 2.13820], [5.26517, -0.14873, 0.76654], [-4.83514, -1.88491, -2.33865], [-3.60099, -1.13035, -3.36959], [0.94861, -5.06212, -0.59323], [1.58978, -0.01239, 3.91259], [-3.63942, 1.65450, 2.27130], [5.01375, 2.31472, 0.50959], [3.79702, 4.70229, 0.82340], [4.93041, 1.82778, 2.18925]],
  "lowdin_spin": [0.000, 2.778, 0.030, -0.001, 0.024, 0.003, 0.003, 0.001, 0.000, 0.000, 0.018, 0.037, 0.035, 0.023, 0.021, 0.002, 0.001, 0.000, 0.001, 0.000, 0.000, 0.000, 0.000, -0.001, 0.000, 0.000, 0.001, 0.002, 0.000, 0.000, 0.000, 0.000, 0.001, 0.001, 0.001, 0.002, 0.002, 0.000, 0.000, 0.000, 0.005, 0.000, 0.000, 0.000, 0.004, 0.001, 0.000, 0.000, 0.000, 0.001, 0.000, 0.001, 0.000, 0.000, 0.000, 0.000, 0.000, 0.000, 0.000, 0.000, 0.000, 0.000, 0.000, 0.000, 0.000, 0.000, 0.000, 0.000, 0.000, 0.000, 0.000, 0.001, 0.000, 0.000, 0.000, 0.000, 0.000, 0.000, 0.000, 0.000, 0.000, 0.000, 0.001, 0.000, 0.000, 0.000, 0.000, 0.000, 0.000, 0.000, 0.000]
}

=====

{
  "formula": "C25H45Cl2LuP",
  "method": "the ωB97M-V functional and the def2-TZVPD basis",
  "e_lumo_ev": [2.5, 2.5],
  "de_lowest_kcal_mol": 150.8,
  "total_charge": -1,
  "multiplicity": 1,
  "symbols": ["Lu", "Cl", "Cl", "P", "C", "C", "C", "C", "C", "C", "C", "C", "C", "C", "C", "C", "C", "C", "C", "C", "C", "C", "C", "C", "C", "C", "C", "C", "C", "H", "H", "H", "H", "H", "H", "H", "H", "H", "H", "H", "H", "H", "H", "H", "H", "H", "H", "H", "H", "H", "H", "H", "H", "H", "H", "H", "H", "H", "H", "H", "H", "H", "H", "H", "H", "H", "H", "H", "H", "H", "H", "H", "H", "H"],
  "xyz": [[2.65493, 1.92475, 0.87617], [0.96279, 3.43932, 0.10948], [1.87230, 0.39431, 2.52699], [-0.38056, 0.32223, -2.59417], [2.31946, -0.38943, -3.37225], [0.48166, -2.84375, 1.64841], [-0.33222, 3.07468, -3.38666], [-2.33324, 4.63365, -3.07750], [-1.58064, -0.39410, -6.55326], [-2.54564, 2.12695, -2.64827], [-1.02186, 2.04699, -2.47840], [-1.19266, -1.86529, -6.74690], [1.33423, -3.18130, 0.31867], [-0.97495, -0.55048, -4.09882], [-1.18467, -2.65626, -5.43372], [1.47477, 0.46205, -2.40932], [3.80232, -0.03059, -3.23953], [-0.80634, 4.49409, -3.04233], [1.87619, 0.21529, -0.96572], [-1.29008, -0.40832, -1.12955], [3.36570, 0.46268, -0.79460], [-0.86858, 0.29192, -5.37933], [4.30878, -0.22873, -1.81523], [-3.04851, 3.53181, -2.28735], [-0.89774, -2.09919, 1.50356], [-1.79402, -1.69694, -1.18279], [-0.36980, -1.94568, -4.34581], [1.86934, -2.32702, -0.77732], [-1.84562, -2.37227, 0.25487], [-1.86274, -3.46073, 0.12133], [1.22687, 0.79145, -0.21793], [-1.49658, -2.43572, 2.38617], [1.09311, -2.23882, 2.37418], [-0.34709, 5.20114, -3.74297], [3.69715, 0.16174, 0.24264], [0.26095, -3.84530, 2.13238], [-2.88612, 3.69763, -1.21300], [-0.76405, 0.04346, -0.24560], [-0.43974, 4.74535, -2.03768], [-0.33571, -2.55331, -3.43463], [-0.56948, 2.85321, -4.43520], [-1.31227, 1.28427, -5.23204], [-2.32375, 0.05663, -1.10113], [-4.12962, 3.58144, -2.46264], [2.39195, -3.45055, 0.75817], [3.55516, 1.57406, -0.99985], [-2.62121, 5.61474, -2.68152], [-2.80344, 1.90378, -3.69585], [4.41903, -1.29110, -1.56520], [-0.75916, 2.31450, -1.43878], [2.18475, -1.45299, -3.15158], [-0.73337, -1.01854, 1.65955], [4.38777, -0.63641, -3.93980], [1.27187, -2.68691, -1.69615], [-1.88846, -2.33162, -7.45296], [-2.21671, -2.77436, -5.07808], [3.94195, 1.01400, -3.54495], [-2.04551, -0.68517, -3.86101], [5.30064, 0.23456, -1.70478], [1.54004, -1.16963, -0.63170], [-1.37354, 0.17259, -7.46764], [-3.08065, 1.39500, -2.02897], [-2.81509, -1.96048, 0.54466], [2.00356, -0.22965, -4.41754], [-0.77731, -3.65924, -5.59854], [0.19361, 0.44946, -5.62460], [0.77119, -4.02816, -0.19496], [-0.19679, -1.91894, -7.20634], [0.76036, 3.03256, -3.29371], [-2.67270, 4.60229, -4.12174], [-1.24572, -2.34768, -1.78239], [1.68263, 1.52369, -2.65162], [0.66674, -1.83311, -4.69584], [-2.66392, -0.33550, -6.37752]],
  "mulliken_charge": [0.092, -0.437, -0.477, 0.090, -0.865, -0.615, -0.228, -0.701, -0.909, -0.949, 0.316, -0.742, -0.586, 0.062, -1.136, 1.479, -1.098, -0.807, 0.441, -0.687, -0.492, -0.354, -1.020, -0.927, -0.304, -0.316, 0.105, -0.068, -1.220, 0.361, -0.105, 0.457, 0.107, 0.449, 0.241, 0.331, 0.366, 0.222, 0.193, -0.013, 0.153, -0.055, 0.125, 0.431, 0.242, 0.139, 0.357, 0.186, 0.408, 0.227, 0.311, 0.100, 0.458, -0.268, 0.408, 0.427, 0.290, 0.696, 0.458, -0.172, 0.400, 0.532, 0.462, 0.258, 0.399, 0.229, 0.177, 0.320, 0.094, 0.306, -0.396, 0.491, 0.214, 0.336]
}